Entry from the Open Molecules 2025 dataset: a cluster of 2 separate species, Cl2H3N2OP in total at a distorted geometry (ωB97M-V with the def2-TZVPD basis set).

Geometry (Å):
1 N -1.50 0.10 -0.22
2 N -1.42 0.19 1.02
3 O 0.67 0.21 -1.03
4 P 1.42 0.03 0.27
5 Cl 2.49 -1.59 -0.01
6 Cl 2.83 1.48 0.05
7 H -1.14 0.95 -0.66
8 H -1.75 -0.65 -0.86
9 H -1.60 -0.70 1.43

Calculated values
F_max (eV Å⁻¹): 2.45
HOMO-LUMO gap (alpha / beta) (eV): 6.6 / 6.6
Net charge: 0

---

Entry from the Open Molecules 2025 dataset: an isolated molecule of Cl2H4Si3 at a distorted geometry (ωB97M-V with the def2-TZVPD basis set).

Geometry (Å):
1 Si 2.12 0.14 0.55
2 Si -1.80 0.01 -0.13
3 Si 0.29 -0.41 -1.06
4 Cl 3.67 0.79 -0.51
5 Cl -2.05 2.10 -0.16
6 H 0.16 -1.87 -0.44
7 H 2.62 -0.24 1.90
8 H -2.49 -0.29 1.24
9 H -2.51 -0.23 -1.39

Calculated values
F_max (eV Å⁻¹): 2.18
SMILES: Cl/[SiH]=[SiH]/[SiH2]Cl
HOMO-LUMO gap (eV): 6.3
Net charge: 0

---

Entry from the Open Molecules 2025 dataset: a structure of composition Cl2H8O4Zn at a distorted geometry (ωB97M-V with the def2-TZVPD basis set).

Geometry (Å):
1 Zn 17.15 7.55 0.88
2 Cl 17.30 10.17 1.08
3 Cl 18.08 7.27 -1.41
4 O 19.06 7.32 1.74
5 H 19.98 7.29 1.47
6 H 19.07 6.99 2.64
7 O 15.28 7.71 0.05
8 H 14.46 8.06 0.40
9 H 15.02 7.28 -0.77
10 O 16.93 5.45 1.23
11 H 17.32 4.61 1.01
12 H 16.07 5.23 1.59
13 O 15.93 7.64 2.54
14 H 15.11 7.25 2.87
15 H 16.13 8.34 3.16

Calculated values
F_max (eV Å⁻¹): 3.31
HOMO-LUMO gap (eV): 7.3
Net charge: 0

---

Entry from the Open Molecules 2025 dataset: a cluster of 2 separate species, Cl2H8Si4 in total at a distorted geometry (ωB97M-V with the def2-TZVPD basis set).

Geometry (Å):
1 Si -2.43 -1.44 -0.16
2 Si -2.63 0.87 -0.27
3 Si 3.64 0.37 0.55
4 Si 1.82 -0.72 -0.38
5 Cl -0.92 1.70 -1.22
6 Cl 5.47 -0.55 -0.15
7 H -2.57 -2.26 -1.44
8 H -3.52 -1.80 0.74
9 H -1.13 -1.46 0.48
10 H -2.75 1.79 0.89
11 H -3.53 1.32 -1.31
12 H 4.13 0.62 1.94
13 H 3.45 1.57 -0.26
14 H 0.98 -0.01 0.61

Calculated values
F_max (eV Å⁻¹): 2.14
HOMO-LUMO gap (eV): 7.4
Net charge: 0

---

Entry from the Open Molecules 2025 dataset: a cluster of 2 separate species, Cl2HN3 in total at a distorted geometry (ωB97M-V with the def2-TZVPD basis set).

Geometry (Å):
1 N 1.46 -0.53 0.72
2 N 2.16 -0.44 -0.24
3 N -0.25 -0.40 -0.30
4 Cl 3.87 -0.47 -0.12
5 Cl -1.12 -1.92 -0.16
6 H -0.84 0.36 0.29

Calculated values
F_max (eV Å⁻¹): 3.00
HOMO-LUMO gap (alpha / beta) (eV): 8.4 / 8.4
Net charge: 0

---

Entry from the Open Molecules 2025 dataset: an isolated molecule of Cl2HNO2S at a distorted geometry (ωB97M-V with the def2-TZVPD basis set).

Geometry (Å):
1 N 0.71 0.48 0.45
2 O -0.63 -0.42 -1.54
3 O -1.65 0.13 0.64
4 S -0.59 -0.35 -0.14
5 Cl 0.57 2.21 0.25
6 Cl 0.13 -2.17 0.39
7 H 1.48 0.12 -0.06

Calculated values
F_max (eV Å⁻¹): 1.64
SMILES: O=S(=O)(Cl)NCl
HOMO-LUMO gap (eV): 10.5
Net charge: 0

---

Entry from the Open Molecules 2025 dataset: an isolated molecule of Cl2HNOS at a distorted geometry (ωB97M-V with the def2-TZVPD basis set).

Geometry (Å):
1 N 1.09 -0.38 0.63
2 O -0.28 -0.24 -1.99
3 S -0.17 -0.12 -0.06
4 Cl -1.36 -1.30 0.86
5 Cl -1.06 1.84 0.21
6 H 1.78 0.19 0.34

Calculated values
F_max (eV Å⁻¹): 8.01
SMILES: N=S(=O)(Cl)Cl
HOMO-LUMO gap (eV): 8.5
Net charge: 0

---

Entry from the Open Molecules 2025 dataset: a cluster of 2 separate species, Cl2HOP in total at a distorted geometry (ωB97M-V with the def2-TZVPD basis set).

Geometry (Å):
1 O 1.20 0.54 0.11
2 P 2.04 -0.47 0.74
3 Cl -2.66 0.34 -0.36
4 Cl 1.60 -2.08 -0.32
5 H -2.18 1.66 -0.16

Calculated values
F_max (eV Å⁻¹): 3.04
SMILES: O=PCl.Cl
HOMO-LUMO gap (eV): 9.9
Net charge: 0

---

Entry from the Open Molecules 2025 dataset: a cluster of 2 separate species, Cl2HOPS in total at a distorted geometry (ωB97M-V with the def2-TZVPD basis set).

Geometry (Å):
1 O -1.02 -0.07 0.19
2 P 0.19 0.51 -0.69
3 S 1.01 -2.69 0.35
4 Cl 1.62 0.18 0.80
5 Cl 0.07 2.55 -0.38
6 H -1.87 -0.48 -0.27

Calculated values
F_max (eV Å⁻¹): 3.38
HOMO-LUMO gap (alpha / beta) (eV): 7.4 / 7.4
Net charge: 0

---

Entry from the Open Molecules 2025 dataset: a cluster of 2 separate species, Cl2HPS2 in total at a distorted geometry (ωB97M-V with the def2-TZVPD basis set).

Geometry (Å):
1 P -0.98 0.33 -0.77
2 S -1.90 -1.10 -1.80
3 S 2.82 -0.51 0.82
4 Cl -1.65 0.27 1.18
5 Cl -1.67 2.10 -1.35
6 H 3.39 -1.09 1.92

Calculated values
F_max (eV Å⁻¹): 1.57
HOMO-LUMO gap (alpha / beta) (eV): 6.9 / 6.9
Net charge: 0

---

Entry from the Open Molecules 2025 dataset: a structure of composition Cl2KO8 at a distorted geometry (ωB97M-V with the def2-TZVPD basis set).

Geometry (Å):
1 K 9.47 18.05 -2.25
2 Cl 6.58 18.13 -4.41
3 O 5.17 17.81 -4.45
4 O 6.47 19.44 -3.84
5 O 7.01 17.16 -3.44
6 O 7.19 18.02 -5.68
7 Cl 10.27 20.09 -5.38
8 O 11.50 20.70 -4.90
9 O 9.23 20.92 -4.75
10 O 10.24 20.19 -6.90
11 O 10.18 18.81 -4.86

Calculated values
F_max (eV Å⁻¹): 7.96
HOMO-LUMO gap (eV): 6.8
Net charge: -1

---

Entry from the Open Molecules 2025 dataset: a structure of composition Cl2Na2O8 at a distorted geometry (ωB97M-V with the def2-TZVPD basis set).

Geometry (Å):
1 Na -0.76 0.05 -2.03
2 Na -2.77 -3.22 1.86
3 Cl 1.29 1.41 -1.15
4 O 0.13 2.06 -1.76
5 O 1.12 1.00 0.27
6 O 1.70 0.12 -1.71
7 O 2.44 2.14 -1.08
8 Cl -0.67 -0.65 1.12
9 O -1.60 -1.69 1.42
10 O -0.85 0.52 1.93
11 O 0.51 -1.45 1.38
12 O -0.53 -0.30 -0.24

Calculated values
F_max (eV Å⁻¹): 8.22
HOMO-LUMO gap (eV): 6.0
Net charge: 0